[1]
{"formula": "C3H10NO3", "method": "the ωB97M-V functional and the def2-TZVPD basis", "e_above_lowest_kcal_mol": 270.22, "homo_lumo_gap_ev": 3.73, "fmax_ev_per_a": 6.469, "lumo_energy_ev": -10.2, "charge": 1, "species": ["O", "O", "O", "N", "C", "C", "C", "H", "H", "H", "H", "H", "H", "H", "H", "H", "H"], "xyz": [[0.61388, -1.55028, -1.84880], [-0.96249, 0.88245, 0.69943], [-3.41541, 0.66555, 0.03964], [1.29575, 0.76943, -0.99048], [0.94301, -0.62512, 0.98489], [-0.47761, -0.33094, 1.02085], [1.75477, 0.51311, 0.36910], [0.49826, -2.15739, -2.59345], [-2.52217, 0.97596, 0.39534], [0.36888, 1.22295, -1.00766], [2.82518, 0.28016, 0.36467], [-1.12946, -1.02674, 1.61309], [-0.01989, -0.82511, 0.04939], [1.64698, 1.37864, 0.94258], [-4.11984, 1.44760, 0.15865], [1.39036, -1.50943, 1.41614], [1.30982, -0.11085, -1.61336]]}

***

[2]
{"formula": "C11H15N", "method": "the ωB97M-V functional and the def2-TZVPD basis", "e_above_lowest_kcal_mol": 60.04, "homo_lumo_gap_ev": 8.80, "fmax_ev_per_a": 8.340, "lumo_energy_ev": 0.8, "smiles": "Cc1c[nH]c2ccccc12.CC", "charge": 0, "species": ["N", "C", "C", "C", "C", "C", "C", "C", "C", "C", "C", "C", "H", "H", "H", "H", "H", "H", "H", "H", "H", "H", "H", "H", "H", "H", "H"], "xyz": [[-1.51768, -1.83589, 1.53223], [-1.31821, -0.73992, 0.60892], [-0.68406, -1.19947, -0.54890], [1.23322, 2.76489, 0.88795], [0.16532, -3.34863, -1.42205], [-1.61137, 1.48086, -0.18378], [-1.74323, 0.59916, 0.96164], [-0.75710, -2.92745, 0.97329], [-0.98037, 1.02654, -1.41214], [-0.38980, -2.58653, -0.32232], [-0.46083, -0.27232, -1.55122], [2.74972, 2.77931, 0.70810], [0.75637, 3.70782, 1.24520], [0.95803, 2.74583, -0.16581], [0.71177, 1.97546, 1.19981], [-0.59093, 1.68391, -2.15915], [1.05508, -3.07361, -1.83204], [-1.49410, -1.73352, 2.52316], [-2.15630, 2.39043, -0.03560], [0.14905, -4.50406, -1.24049], [-0.09530, -0.67573, -2.50355], [-0.51100, -3.37033, -2.37936], [3.38112, 2.64562, 1.64790], [3.18402, 1.95107, -0.03239], [-2.18259, 0.68150, 1.85687], [-0.80406, -3.93513, 1.38102], [2.95325, 3.77016, 0.26269]]}